No. 1
Density functional theory data (ωB97M-V/def2-TZVPD) for a molecular structure, C30H28AuF3N3Sb in a non-equilibrium geometry.

## Properties
- M: 806.30 g mol⁻¹
- Energy relative to the best compared isomer or geometry (same formula, charge and spin): 0.0 kJ/mol
- Electronic energy: -1999.21238 a.u.
- Frontier orbital gap: 7.3 eV
- Total charge: +2

XYZ file:
```
66
Properties=species:S:1:pos:R:3:forces:R:3:nbo_charge:R:1
Au 1.448 -0.323 -0.543 0.1243 -0.1321 -0.1821 0.98
Sb -1.095 0.061 -0.117 -0.3265 0.0044 1.0617 1.43
F -3.998 5.453 -0.851 -0.0303 0.0524 -0.0079 -0.29
F -5.786 -3.496 -1.971 -0.0593 -0.0506 -0.0289 -0.29
F -0.339 -0.727 5.997 0.0142 -0.0137 0.0864 -0.30
N 1.468 -4.733 -0.506 -0.0278 0.0425 -0.0261 -0.47
N 3.597 -0.402 -0.759 0.0613 -0.2899 -0.1125 -0.45
N 1.164 -2.561 -0.626 -0.0799 -0.0522 -0.1523 -0.59
C 0.217 -4.558 -1.034 0.0083 -0.1218 -0.0023 -0.05
C 1.384 4.007 0.015 -0.0247 -0.0503 0.0020 -0.20
C -2.001 1.944 -0.365 -0.1409 -0.1095 -0.3199 -0.43
C -0.750 0.906 2.827 -0.0030 0.0663 -0.0581 -0.20
C -0.705 -1.666 3.892 -0.0138 -0.0560 -0.0278 -0.30
C -3.961 -2.154 -2.532 0.0403 0.0205 -0.0428 -0.27
C 0.973 2.681 -0.021 0.3274 0.0663 0.1272 -0.19
C 3.920 -1.278 -1.918 0.2548 0.0339 0.1346 -0.42
C -0.934 -0.195 1.991 -0.1249 0.0409 -0.2660 -0.42
C -0.531 -0.554 4.696 -0.0222 0.0302 -0.0905 0.51
C -4.518 -2.625 -0.217 -0.0002 0.0038 0.0378 -0.25
C -2.470 3.899 -1.683 0.0538 -0.0552 -0.0655 -0.27
C -0.549 0.732 4.187 -0.0108 0.0314 -0.0154 -0.29
C 1.857 1.681 -0.403 -0.2596 -0.0172 -0.0123 -0.21
C -3.351 4.305 -0.694 -0.0132 -0.0331 0.0627 0.44
C 2.004 -3.530 -0.282 -0.0617 0.0894 0.2163 0.20
C -2.900 2.365 0.611 -0.0362 -0.0779 0.0035 -0.20
C -0.904 -1.480 2.534 0.0817 -0.0759 -0.0675 -0.21
C -3.438 -1.860 0.199 -0.0297 -0.0086 -0.0117 -0.21
C -2.887 -1.389 -2.110 -0.0048 -0.0047 0.0359 -0.16
C -3.582 3.561 0.449 0.0054 0.0104 -0.0116 -0.26
C 3.578 3.348 -0.672 -0.0440 0.0237 0.0780 -0.18
C 4.165 0.958 -1.028 0.0530 -0.0667 -0.0398 -0.25
C 2.684 4.347 -0.326 0.0287 -0.0659 -0.0158 -0.17
C 0.037 -3.219 -1.107 0.1524 0.1654 -0.0667 -0.10
C 4.210 -0.904 0.500 0.0329 0.1162 -0.0602 -0.42
C -1.791 2.706 -1.514 -0.1351 -0.0392 -0.0119 -0.19
C 3.177 2.015 -0.704 -0.0837 0.1467 0.0074 -0.10
C -2.622 -1.248 -0.747 0.2204 0.0630 -0.1536 -0.44
C -4.755 -2.762 -1.573 0.0534 0.0496 0.0518 0.43
H 2.983 -3.429 0.144 0.0376 0.0625 0.0290 0.22
H -0.816 -2.709 -1.498 -0.1104 0.1489 -0.0403 0.24
H 3.465 -0.862 -2.815 -0.0035 -0.0021 -0.0055 0.23
H -2.334 4.514 -2.562 0.0031 -0.0053 0.0082 0.26
H -1.029 -2.354 1.904 -0.0157 -0.0054 -0.0088 0.22
H -5.178 -3.105 0.493 0.0082 0.0029 -0.0060 0.26
H 5.294 -0.955 0.380 -0.0005 -0.0325 -0.0058 0.22
H -3.083 1.771 1.499 -0.0073 0.0104 -0.0054 0.23
H 3.006 5.379 -0.302 -0.0017 -0.0039 -0.0112 0.24
H -0.766 1.915 2.433 0.0039 -0.0086 0.0059 0.23
H -4.287 3.918 1.188 0.0039 -0.0041 0.0017 0.26
H 4.489 1.003 -2.068 -0.1037 0.0220 -0.0281 0.24
H 3.839 -1.885 0.759 -0.0727 -0.0480 0.0174 0.20
H -3.260 -1.738 1.259 0.0020 0.0033 0.0147 0.24
H 3.969 -0.215 1.307 0.0199 0.0180 0.0009 0.24
H 5.003 -1.317 -2.048 0.0027 -0.0040 -0.0249 0.22
H -0.418 -5.379 -1.316 0.0134 0.0174 0.0060 0.26
H 0.675 4.770 0.307 0.0225 -0.0039 0.0115 0.24
H 4.607 3.596 -0.906 -0.0204 0.0011 -0.0014 0.24
H -0.043 2.476 0.260 0.1825 0.0905 0.0669 0.21
H 5.057 1.078 -0.411 0.0626 0.0079 -0.0909 0.23
H 3.547 -2.282 -1.762 -0.0182 -0.0501 0.0277 0.21
H -0.414 1.573 4.853 0.0040 0.0007 -0.0107 0.25
H -1.093 2.385 -2.278 0.0175 0.0222 -0.0038 0.23
H -2.266 -0.905 -2.856 -0.0096 0.0130 -0.0141 0.22
H 1.919 -5.615 -0.318 0.0023 -0.0008 0.0074 0.45
H -4.195 -2.281 -3.580 -0.0001 0.0082 0.0114 0.26
H -0.688 -2.653 4.336 -0.0025 0.0032 -0.0081 0.25
```
Positions in Å, forces in eV/Å.



No. 2
Density functional theory data (ωB97M-V/def2-TZVPD) for a molecular structure, C30H28BIrN10O3S2.

## Properties
- M: 843.78 g mol⁻¹
- Energy relative to the best compared isomer or geometry (same formula, charge and spin): 0.0 kJ/mol
- Electronic energy: -2859.04549 a.u.
- Frontier orbital gap: 6.7 eV
- Total charge: 0

XYZ file:
```
75
Properties=species:S:1:pos:R:3:forces:R:3:mulliken_charge:R:1
Ir 2.783 -1.553 -0.600 0.0559 0.0173 0.0097 3.61
S 3.099 -1.962 -2.802 0.0041 -0.0015 -0.0142 -0.56
S 4.857 -0.648 -0.491 -0.0046 -0.0166 0.0131 -0.64
O -2.903 -0.030 1.370 -0.0188 0.0058 0.0021 -0.18
O 2.353 1.288 -1.476 0.0349 -0.0099 -0.0249 -0.81
O 0.490 0.378 -0.507 0.0320 0.0081 0.0091 0.37
N -4.451 1.409 0.779 -0.0019 -0.0059 0.0004 -0.46
N 0.959 -2.631 -0.789 -0.0260 0.0096 -0.0867 -0.92
N -0.914 -3.299 -1.638 0.0066 0.0537 -0.0171 1.07
N 2.504 -1.213 1.488 -0.0061 -0.0145 0.0133 -0.75
N -3.936 1.799 2.008 -0.0131 -0.0124 0.0178 -0.51
N 1.686 -1.095 3.489 0.0013 0.0318 0.0230 0.85
N 7.588 0.577 -2.661 0.0142 0.0050 0.0546 -0.49
N 5.302 -1.112 -5.623 -0.0009 0.0013 -0.0053 -0.49
N -0.595 -4.235 -0.719 0.0223 -0.0716 -0.0429 -1.10
N 2.698 -0.205 3.473 -0.0070 -0.0068 -0.0263 -1.02
C 1.571 -1.681 2.298 -0.0069 -0.0425 -0.0210 -0.06
C 4.599 -1.153 -3.141 -0.0050 -0.0006 -0.0155 0.69
C -0.600 1.358 -2.396 -0.0007 0.0196 -0.0011 -1.94
C 0.084 1.656 -1.067 0.0020 0.0095 -0.0011 1.47
C -2.260 1.832 4.489 0.0021 -0.0018 0.0036 -0.98
C -1.385 1.788 5.558 -0.0004 0.0004 -0.0078 -0.73
C -2.140 0.891 3.468 -0.0069 0.0030 -0.0028 -0.19
C 6.591 0.050 -2.436 -0.0346 -0.0119 -0.1002 -0.17
C 1.446 2.386 -1.238 -0.0201 0.0214 -0.0072 1.51
C -3.040 -1.507 -0.990 -0.0004 0.0102 0.0066 0.42
C -0.273 -0.123 4.604 -0.0057 -0.0022 -0.0180 0.99
C 5.346 -0.598 -2.157 0.0139 0.0105 0.0548 0.63
C -3.951 -1.829 -3.182 0.0055 -0.0016 0.0056 -0.92
C -0.878 2.343 -0.119 -0.0131 0.0027 -0.0089 -1.51
C -4.802 -0.063 -1.788 -0.0011 -0.0001 -0.0185 -0.91
C -2.140 -3.385 -2.416 -0.0161 0.0041 0.0065 -1.22
C 0.801 -1.184 4.641 0.0139 0.0119 0.0036 -1.33
C 0.549 -3.809 -0.245 0.0105 0.0263 0.0814 -0.57
C -3.903 -0.433 -0.794 0.0148 0.0019 0.0184 -0.11
C -4.822 -0.768 -2.980 -0.0025 0.0137 0.0130 -0.74
C 3.172 -0.304 2.257 0.0035 0.0180 0.0064 -0.33
C -1.151 -0.081 3.531 -0.0066 -0.0037 0.0115 0.36
C -0.390 0.818 5.616 -0.0079 -0.0035 0.0060 -0.78
C 0.013 -2.346 -1.671 -0.0227 -0.0102 0.0342 -0.37
C 1.911 3.073 0.040 -0.0081 0.0036 0.0026 -1.76
C -3.032 0.935 2.313 0.0355 0.0094 -0.0100 0.75
C 5.008 -1.120 -4.511 0.0014 -0.0009 0.0142 -0.12
C 1.514 3.343 -2.412 0.0024 0.0002 0.0068 -1.91
C -3.059 -2.207 -2.185 -0.0100 -0.0115 -0.0268 0.88
C -3.816 0.342 0.440 -0.0032 -0.0104 -0.0046 0.27
B 1.814 0.169 -0.893 -0.0495 -0.0224 0.0083 -0.77
H 1.354 2.827 -3.356 0.0003 -0.0036 0.0029 0.36
H 2.499 3.807 -2.444 0.0000 0.0001 0.0008 0.48
H -1.040 3.378 -0.426 -0.0003 0.0022 0.0030 0.39
H -1.882 -3.464 -3.472 0.0001 -0.0056 0.0011 0.44
H 0.822 -2.414 2.056 -0.0015 -0.0014 0.0046 0.48
H -0.503 2.338 0.904 0.0108 0.0017 -0.0009 0.38
H 0.367 -2.184 4.640 -0.0056 0.0021 -0.0074 0.31
H 1.424 -1.082 5.527 -0.0064 -0.0047 0.0053 0.42
H -0.017 -1.481 -2.311 0.0027 -0.0081 0.0113 0.56
H 1.327 3.971 0.250 0.0003 -0.0038 0.0010 0.34
H 0.301 0.801 6.450 0.0022 -0.0002 -0.0005 0.41
H -1.066 -0.798 2.724 0.0059 0.0018 -0.0014 0.45
H -1.846 1.842 -0.144 0.0087 0.0092 0.0018 0.07
H -1.468 2.519 6.352 0.0011 0.0008 -0.0007 0.40
H -5.510 -0.480 -3.764 -0.0007 -0.0015 0.0014 0.41
H -5.459 0.780 -1.623 -0.0003 -0.0002 0.0007 0.56
H 2.956 3.357 -0.080 0.0016 0.0013 0.0006 0.50
H -3.962 -2.362 -4.125 0.0023 0.0013 0.0000 0.47
H -1.439 0.682 -2.216 -0.0088 -0.0180 -0.0020 0.19
H 1.836 2.400 0.897 0.0002 -0.0042 0.0004 0.16
H 1.117 -4.354 0.491 -0.0061 0.0081 0.0079 0.55
H -2.611 -4.320 -2.115 0.0039 0.0007 0.0132 0.33
H 4.003 0.276 1.892 0.0056 -0.0041 -0.0022 0.55
H -2.339 -1.771 -0.209 0.0003 -0.0079 -0.0015 0.58
H -0.990 2.266 -2.857 0.0035 -0.0049 -0.0006 0.40
H 0.767 4.133 -2.307 0.0009 -0.0015 0.0008 0.33
H -3.033 2.587 4.426 -0.0010 -0.0012 -0.0010 0.56
H 0.095 0.887 -3.096 0.0035 0.0053 -0.0043 0.43
```
Positions in Å, forces in eV/Å.



Which value of M does entry 1 give?
806.30 g mol⁻¹